No. 1
C28H46F8LiO24P | wB97M-V/def2-TZVPD

Last column: Löwdin charge in e.
CARTESIAN COORDINATES (ANGSTROEM)
Li -1.6821 1.7242 1.0130  0.688
P -0.1972 -0.5966 -0.3300  0.283
F -1.5245 -1.5688 -0.1877  -0.162
F -0.0419 -1.3000 -1.7697  -0.139
F -1.2414 0.5400 -0.8193  -0.169
F 1.1644 0.3537 -0.6072  -0.140
F -0.4965 0.0741 1.1268  -0.199
F 0.7517 -1.7784 0.2393  -0.144
C -0.2236 -4.6526 -0.2281  -0.022
C -0.6188 -4.5588 1.2347  -0.041
O 0.2205 -5.5504 1.8673  0.139
C 0.7502 -6.3806 1.0091  -0.418
O 1.3854 -7.3850 1.3358  0.508
O 0.5699 -5.8589 -0.1769  0.147
H 0.4168 -3.8767 -0.6476  0.120
H -1.1556 -4.7609 -0.7828  0.157
H -1.6919 -4.6707 1.3897  0.151
H -0.4462 -3.5891 1.7015  0.117
C 4.3644 -0.7064 -0.7232  -0.120
C 4.1490 0.5534 -1.5074  -0.107
O 4.5359 1.5550 -0.5666  0.103
C 4.7425 1.0474 0.6334  -0.599
O 5.0906 1.6122 1.6487  0.134
O 4.6458 -0.2645 0.5836  0.074
H 5.1621 -1.3182 -1.1444  0.143
H 3.3922 -1.1940 -0.6514  0.103
H 3.1820 0.6783 -1.9947  0.098
H 4.7977 0.5448 -2.3833  0.134
C 1.1692 1.4344 3.9015  -0.050
C 2.1645 1.7419 2.8632  -0.253
O 2.0960 3.0087 2.3214  0.095
C 1.1437 3.3639 1.4790  -0.523
O 0.1367 2.7205 1.1736  0.030
O 1.3475 4.6124 1.0883  0.037
C 0.7173 5.2541 0.0167  -0.035
H 1.5882 0.5774 4.4288  0.069
H 0.2057 1.1422 3.4841  0.064
H 1.0579 2.2044 4.6650  0.095
H 2.1128 0.9711 2.0943  0.124
H 3.1822 1.5889 3.2224  0.126
H -0.3717 5.2082 0.0246  0.086
H 1.0408 4.8218 -0.9302  0.096
H 1.0661 6.2784 -0.1147  0.103
C 2.7219 -3.0854 2.0294  -0.040
C 1.9120 -2.7409 3.2635  -0.206
O 2.5675 -1.7097 3.9946  -0.028
C 3.7240 -1.9359 4.7776  -0.399
O 4.4503 -2.9553 4.8723  0.096
O 3.9871 -0.6730 5.3407  -0.049
C 5.0755 -0.5205 6.2304  -0.058
H 3.7581 -3.3047 2.2865  0.094
H 2.8728 -2.3920 1.2020  0.059
H 2.2172 -3.9513 1.6008  0.057
H 1.8339 -3.5637 3.9742  0.127
H 0.8921 -2.4408 3.0229  0.102
H 6.0558 -0.5244 5.7540  0.100
H 4.9439 -1.2704 7.0105  0.098
H 5.0572 0.4618 6.7025  0.093
C -3.8596 4.8601 -4.3112  -0.049
C -4.3604 4.5053 -2.8934  -0.158
O -3.4999 3.5629 -2.1645  0.047
C -3.1511 3.7525 -0.8892  -0.602
O -2.2543 3.2203 -0.2944  0.059
O -3.9059 4.6570 -0.3355  0.003
C -4.2209 4.6473 1.0743  0.006
H -2.7862 5.0010 -4.4385  0.074
H -4.4280 5.7215 -4.6620  0.083
H -4.1210 4.0515 -4.9938  0.073
H -5.3555 4.0610 -2.9110  0.127
H -4.5343 5.4537 -2.3851  0.118
H -5.0894 4.0228 1.2839  0.102
H -4.5727 5.6600 1.2711  0.100
H -3.4546 4.4491 1.8237  0.098
C -6.3777 -1.0534 -1.3962  -0.044
C -4.9354 -0.5757 -0.9414  -0.180
O -4.7887 -1.3009 0.2786  0.015
C -4.0593 -0.7527 1.3091  -0.486
O -3.3693 0.3266 1.3136  -0.011
O -3.8868 -1.6603 2.2216  0.029
C -2.8083 -1.5675 3.1118  -0.035
H -6.3471 -2.0361 -1.8667  0.073
H -6.4815 -0.4559 -2.3020  0.068
H -7.1798 -0.9452 -0.6661  0.083
H -4.8949 0.5076 -0.8273  0.116
H -4.1875 -0.9086 -1.6611  0.124
H -3.1438 -0.9534 3.9474  0.108
H -1.9357 -1.0872 2.6692  0.076
H -2.4777 -2.5164 3.5341  0.098
C -0.3882 2.6936 -3.1978  -0.085
C -1.2265 1.6316 -3.7415  -0.352
O -0.3042 0.7189 -4.3371  0.137
C 0.9705 1.1131 -4.0023  -0.447
O 1.9948 0.4163 -4.2194  0.095
O 0.9634 2.3703 -3.4851  0.105
F -1.8457 2.1486 -4.7867  0.086
H -0.5753 2.6060 -2.1275  0.115
H -0.7800 3.6335 -3.5864  0.147
H -1.9960 1.2477 -3.0717  0.161
C 2.1708 -2.9617 -4.6937  -0.064
C 0.9538 -3.5168 -3.9813  -0.269
O 1.6334 -4.3499 -3.0006  0.127
C 2.7593 -3.8190 -2.6781  -0.605
O 3.2946 -4.0254 -1.6499  0.175
O 3.1554 -2.9595 -3.6860  0.078
F 0.0748 -4.2825 -4.6265  0.107
H 2.0526 -1.9565 -5.0982  0.127
H 2.4355 -3.5871 -5.5463  0.146
H 0.3970 -2.7627 -3.4251  0.150

Total charge: +1
HOMO energy (alpha / beta), eV: -12.11 / -12.11
F_max, eV/Å: 7.9
E, eV: -110152.217
Kohn-Sham gap (alpha / beta), eV: 8.99 / 2.46
Multiplicity: 2


No. 2
C28H47Br12N3O | wB97M-V/def2-TZVPD

Last column: Löwdin charge in e.
CARTESIAN COORDINATES (ANGSTROEM)
C 4.7405 1.3081 3.5997  -0.098
C 4.2692 0.8918 2.3403  -0.125
C 3.9862 -0.4572 2.3515  -0.117
N 4.2540 -0.8935 3.6336  0.027
C 4.6546 0.1758 4.3795  -0.153
H 4.9645 2.3286 3.8496  0.090
H 4.0699 1.4993 1.4669  0.069
H 3.7914 -1.1380 1.5415  0.092
H 4.3941 -1.8599 3.8531  0.112
H 5.0526 0.0201 5.3726  0.106
C 0.5652 3.5792 -3.8060  -0.113
C 0.2436 2.2330 -4.1665  -0.138
C -0.8355 2.2879 -5.0217  -0.220
N -1.1635 3.6004 -5.2022  0.003
C -0.2951 4.3843 -4.4748  -0.137
H 1.2848 3.7996 -3.0347  0.035
H 0.6535 1.3348 -3.7339  0.057
H -1.4667 1.5082 -5.4139  0.090
H -1.8134 3.9532 -5.8775  0.134
H -0.3888 5.4571 -4.5230  0.107
C 2.8100 -3.6953 3.1414  -0.134
C 3.4344 -3.8724 1.9028  -0.147
C 2.5171 -3.6966 0.8987  -0.132
N 1.3042 -3.3963 1.4946  0.041
C 1.5058 -3.3714 2.8434  -0.136
H 3.3103 -3.8084 4.0882  0.094
H 4.4706 -4.1582 1.7889  0.099
H 2.6824 -3.7832 -0.1614  0.110
H 0.3979 -3.2229 1.0900  0.073
H 0.7376 -2.9804 3.4953  0.106
C -1.1312 0.5223 0.1452  -0.142
C 0.3705 0.4561 0.1625  -0.192
C 0.7115 -0.8509 -0.5002  -0.197
O -0.3547 -1.7267 -0.1378  -0.228
C -1.5528 -0.9701 0.1022  -0.196
H -1.4981 1.1008 -0.7054  0.103
H -1.4414 1.0582 1.0418  0.051
H 0.7379 0.4350 1.1923  0.107
H 0.9042 1.2409 -0.3784  0.038
H 1.6569 -1.2343 -0.1072  0.103
H 0.7791 -0.8254 -1.5932  0.061
H -2.0244 -1.3438 1.0095  0.036
H -2.2204 -1.1324 -0.7466  0.014
Br 0.9525 1.3636 6.2393  0.622
C -0.1176 2.6011 5.1886  -0.724
C -0.5121 1.9809 3.8677  -0.671
Br -1.4421 3.3611 2.8269  0.624
H 0.4880 3.4991 5.0948  0.046
H -1.0044 2.9024 5.7400  0.055
H -1.1625 1.1371 4.1000  0.046
H 0.2614 1.6113 3.2029  0.039
Br 1.7689 3.7836 -0.1467  0.685
C 3.7165 4.0558 -0.0370  -0.687
C 4.4257 3.4889 -1.2573  -0.648
Br 6.3500 3.4647 -0.7807  0.605
H 4.1113 3.6029 0.8667  0.016
H 3.8256 5.1273 0.1003  0.051
H 4.2662 4.0343 -2.1802  0.059
H 4.1376 2.4521 -1.4021  0.047
Br 0.4784 -1.7526 -4.2561  0.622
C 0.0227 -1.9838 -6.1826  -0.639
C 1.2640 -1.5362 -6.9461  -0.664
Br 1.2012 0.4316 -6.9808  0.665
H -0.8087 -1.3171 -6.3894  0.030
H -0.3431 -2.9949 -6.3418  0.060
H 1.1150 -1.8339 -7.9848  0.053
H 2.1920 -1.9252 -6.5504  0.049
Br -4.4445 2.6592 -3.9477  0.638
C -3.7282 1.0424 -3.1016  -0.668
C -4.8250 -0.0027 -3.1157  -0.655
Br -4.2866 -1.6990 -2.2037  0.633
H -3.4860 1.3142 -2.0802  0.044
H -2.8796 0.6838 -3.6732  0.042
H -5.0877 -0.3026 -4.1252  0.048
H -5.7201 0.3357 -2.6036  0.046
Br -7.1632 2.4993 3.2750  0.643
C -6.0958 0.9223 3.5781  -0.748
C -5.0950 0.7701 2.4612  -0.659
Br -3.8796 -0.7087 2.9632  0.658
H -6.7814 0.0860 3.6843  0.055
H -5.5904 1.0147 4.5384  0.048
H -4.5613 1.7046 2.3152  0.040
H -5.6390 0.5065 1.5565  0.059
Br -1.9286 -5.2600 3.9976  0.610
C -1.7216 -5.7514 2.1108  -0.677
C -2.1229 -4.5781 1.2285  -0.709
Br -1.4287 -4.8085 -0.5575  0.689
H -2.3081 -6.6518 1.9601  0.054
H -0.6716 -5.9650 1.9281  0.043
H -1.6234 -3.7257 1.6880  0.015
H -3.1869 -4.3968 1.1313  0.060

HOMO energy, eV: -7.98
F_max, eV/Å: 1.7
E, eV: -876825.206
Kohn-Sham gap, eV: 8.18
SMILES: c1cc[nH]c1.c1cc[nH]c1.c1cc[nH]c1.C1CCOC1.BrCCBr.BrCCBr.BrCCBr.BrCCBr.BrCCBr.BrCCBr
Multiplicity: 1


No. 3
C28H47BrCaN2OP2 | wB97M-V/def2-TZVPD

Last column: Löwdin charge in e.
CARTESIAN COORDINATES (ANGSTROEM)
N -5.5504 4.9357 -4.1559  0.082
C -5.1595 5.4632 -2.9919  -0.109
C -3.8981 5.2061 -2.4218  0.010
C -2.9996 4.3216 -3.0998  -0.203
C -3.4475 3.8272 -4.3556  0.011
C -4.7130 4.1664 -4.8586  -0.097
C -1.6756 3.9717 -2.5850  -0.051
Ca 0.5393 2.9264 -1.1682  1.358
P 4.0031 0.3578 -0.9392  0.900
C -0.8562 2.9536 -3.0938  -0.256
C -1.2315 1.5352 -2.9511  -0.319
C -0.6382 0.5325 -3.7739  -0.047
C -0.8997 -0.8265 -3.5900  -0.102
C -1.6116 -1.2741 -2.4403  -0.349
C -2.3218 -0.2825 -1.7178  -0.111
C -2.1693 1.0787 -1.9797  -0.057
Br 0.7271 -0.1572 -0.8971  0.379
H -1.2372 4.6991 -1.8464  0.120
H -0.0076 3.2093 -3.7670  0.150
H -3.6488 5.6871 -1.4640  0.120
H -2.7787 3.2015 -4.9619  0.124
H -5.9072 6.1018 -2.4847  0.127
H -5.0507 3.7717 -5.8373  0.130
H 0.0964 0.8261 -4.5435  0.135
H -2.7505 1.8206 -1.4173  0.126
H -0.5413 -1.5805 -4.2975  0.103
H -2.9828 -0.6462 -0.9388  0.105
P -1.4047 -2.9841 -1.8609  1.008
C 3.4924 2.0889 -0.7738  -0.494
C 4.7725 2.8682 -1.1020  -0.183
H 3.1424 2.2490 0.2578  0.081
H 2.6976 2.2486 -1.5446  -0.017
H 4.7034 3.9168 -0.8111  0.065
H 5.6483 2.4423 -0.5936  0.069
H 4.9685 2.8615 -2.1777  0.076
C 3.5252 -0.2019 -2.5720  -0.485
C 4.3692 -1.4252 -2.9641  -0.157
H 3.6485 0.6369 -3.2812  0.087
H 2.4552 -0.4575 -2.4610  -0.057
H 4.0619 -1.7979 -3.9472  0.069
H 5.4401 -1.1865 -3.0019  0.074
H 4.2615 -2.2335 -2.2302  0.061
C 3.5237 -0.8666 0.3247  -0.500
C 4.6790 -1.2552 1.2554  -0.163
H 3.1685 -1.7445 -0.2394  0.054
H 2.6785 -0.4241 0.8779  0.003
H 4.3518 -2.0316 1.9501  0.067
H 5.5413 -1.6478 0.7069  0.070
H 5.0048 -0.4025 1.8570  0.067
C -1.1592 -3.0063 -0.0684  -0.352
C -0.8420 -4.3579 0.5724  -0.106
H -2.0291 -2.5319 0.3882  0.078
H -0.3014 -2.3284 0.0499  0.004
H -1.7150 -5.0279 0.6749  0.086
H -0.0436 -4.8992 0.0364  0.076
H -0.4687 -4.1810 1.5953  0.090
C 0.0122 -3.6457 -2.7798  -0.305
C -0.3657 -4.3240 -4.1078  -0.118
H 0.6048 -4.3256 -2.1219  0.108
H 0.6695 -2.7607 -2.9284  0.083
H -1.0109 -5.2103 -3.9467  0.086
H -0.8754 -3.6408 -4.8110  0.077
H 0.5344 -4.6712 -4.6236  0.089
C -2.9140 -3.9231 -2.1662  -0.313
C -4.0690 -3.3885 -1.3341  -0.121
H -2.6940 -4.9721 -1.9273  0.109
H -3.0808 -3.8430 -3.2482  0.103
H -4.4246 -2.4166 -1.6968  0.079
H -4.9201 -4.0680 -1.3811  0.090
H -3.8184 -3.2916 -0.2686  0.069
C -2.6993 2.6071 2.6225  -0.001
N -1.5685 1.6876 2.5126  -0.153
C -1.5249 0.5255 3.4132  -0.007
C -0.5400 1.8931 1.7038  -0.290
O -0.5495 2.7165 0.7297  -0.263
H -3.2471 2.3377 3.5231  0.094
H -3.3659 2.5430 1.7620  0.096
H -2.3382 3.6231 2.7075  0.100
H -1.7237 -0.4117 2.8551  0.097
H -0.5098 0.4594 3.8369  0.105
H -2.2877 0.6637 4.1923  0.099
H 0.3751 1.2923 1.8883  0.135

ΔE to the lowest compared entry with this formula, charge and spin, eV: 2.926
Total charge: +2
HOMO energy, eV: -11.27
F_max, eV/Å: 3.3
E, eV: -141870.609
Kohn-Sham gap, eV: 3.77
Multiplicity: 1